No. 1
# C2H14N4O5

A cluster of 5 separate species, C2H14N4O5 in total at a distorted geometry (wB97M-V/def2-TZVPD, the OMol25 dataset).

The geometry in XYZ format:
```
25
Properties=species:S:1:pos:R:3:forces:R:3:lowdin_charge:R:1
N -2.526965 -1.528658 2.582230 1.91 3.68 -4.32 0.121
C -2.595385 -1.674058 3.887500 0.38 -1.38 -0.28 -0.746
N -3.287925 -2.810358 3.908670 -2.38 -4.00 3.16 0.115
O -2.082715 -1.047208 4.766390 -0.08 1.10 1.03 0.081
H -2.844185 -2.273148 1.977910 0.19 1.21 -0.20 0.102
H -2.176295 -0.657438 2.210590 0.13 -0.40 -0.27 0.119
H -3.204415 -3.376068 3.076150 -0.44 -0.29 0.97 0.095
H -3.496465 -3.302038 4.765920 0.30 0.09 -0.09 0.113
N 0.924865 -1.181298 -6.084560 1.00 -1.50 -2.27 0.147
C 0.399325 -0.489268 -5.085490 2.54 4.27 0.76 -0.740
N -0.348495 -1.209388 -4.277870 -2.79 -1.87 1.80 0.147
O 0.730085 0.690972 -4.864890 -0.68 -1.20 -0.23 0.002
H 1.688945 -0.749738 -6.584600 -0.29 0.09 0.10 0.115
H 1.006085 -2.181978 -5.974410 -0.06 0.18 -0.08 0.106
H -1.009585 -1.799098 -4.762930 0.08 -0.31 0.21 0.108
H -0.769305 -0.765088 -3.474370 0.22 0.33 -0.28 0.115
O 0.085115 7.938032 2.258330 0.09 0.11 -0.18 -0.055
H -0.759985 8.104272 2.675950 -0.22 0.07 0.08 0.028
H 0.464785 7.218692 2.762930 0.13 -0.19 0.11 0.028
O 2.288925 1.668362 -0.143570 -0.03 -0.21 0.20 -0.056
H 2.353095 1.541732 -1.090180 -0.02 -0.06 -0.30 0.028
H 2.502885 2.591722 -0.009910 0.04 0.23 0.07 0.029
O 4.111235 -1.669018 2.855380 -0.04 -0.11 0.21 -0.053
H 3.609285 -1.171038 2.210170 -0.19 0.19 -0.15 0.026
H 4.937095 -1.868888 2.414660 0.22 -0.06 -0.07 0.026
```
Forces are in eV/Å.

Orbital gap, Ha: 0.376
Relative energy (zero: lowest compared OMol25 entry of this formula, charge and spin), eV: 2.0480
SMILES: NC(N)=O.NC(N)=O.O.O.O
E_HOMO, eV: -9.818


No. 2
# C2H14NO5

A cluster of 5 separate species, C2H14NO5 in total at a distorted geometry (wB97M-V/def2-TZVPD, the OMol25 dataset).

The geometry in XYZ format:
```
22
Properties=species:S:1:pos:R:3:forces:R:3:lowdin_charge:R:1
C -2.537931 -2.128528 -0.652064 3.00 2.88 0.10 -0.181
N -1.467597 -1.909321 0.400072 -1.26 -0.08 0.04 -0.140
C -1.944763 -0.640256 1.260093 1.79 -2.35 0.52 -0.518
O -1.008584 0.227093 1.537530 0.34 0.29 0.31 -0.277
H -3.378554 -1.498499 -0.278531 -0.34 -1.33 -1.01 0.050
H -2.571086 -3.171397 -0.822652 -1.03 -1.03 -0.29 0.031
H -2.043963 -1.645309 -1.567131 -1.32 -0.56 0.79 0.078
H -1.600112 -2.728767 1.019445 0.33 0.81 -0.18 0.048
H -2.367463 -1.253341 2.095043 -0.28 0.64 0.64 0.083
H -2.751520 -0.212726 0.726029 -1.33 0.51 -0.99 0.050
H -0.819337 2.776539 2.692614 1.52 -0.67 1.39 -0.047
H -1.669974 1.773431 1.744341 1.66 0.72 0.89 0.014
O -1.476177 2.734968 2.048088 -2.75 0.15 -2.16 -0.139
H 3.205594 2.345206 -1.464078 -1.67 -1.54 -1.07 0.080
H 1.803719 1.571000 -1.349697 1.70 0.30 -1.15 0.088
O 2.579328 1.730721 -1.984499 0.01 1.10 2.39 -0.126
H 4.713585 0.159865 -4.204417 1.12 0.26 -0.10 -0.012
H 3.661763 0.195792 -3.034923 0.18 -0.34 -2.73 0.064
O 3.809333 -0.034226 -4.034304 -1.39 0.15 2.75 -0.105
H 1.964542 1.218011 2.489878 -0.21 -1.11 -0.97 0.028
H 1.593500 -0.124910 1.589066 1.42 2.69 0.91 0.084
O 2.305698 0.614652 1.790100 -1.49 -1.49 -0.07 -0.157
```
Forces are in eV/Å.

Orbital gap, Ha: 0.250
Relative energy (zero: lowest compared OMol25 entry of this formula, charge and spin), eV: 2.9081
E_HOMO, eV: -3.606
Net charge: -1


No. 3
# C2H14NO5

A cluster of 5 separate species, C2H14NO5 in total at a distorted geometry (wB97M-V/def2-TZVPD, the OMol25 dataset).

The geometry in XYZ format:
```
22
Properties=species:S:1:pos:R:3:forces:R:3:lowdin_charge:R:1
C -1.450748 -2.848591 -2.071003 3.72 -0.19 -1.12 -0.210
N -1.227751 -1.601554 -1.324581 1.22 -2.57 0.91 -0.098
C 0.256400 -1.325240 -0.862748 -1.09 -1.78 0.28 -0.490
O 0.365468 -0.051907 -0.615160 0.74 1.53 0.15 -0.300
H -2.412044 -3.037955 -2.355593 -3.04 0.10 -0.48 0.007
H -1.149417 -3.810809 -1.636958 0.20 0.55 0.95 0.058
H -0.882115 -2.956838 -3.083054 -0.42 0.63 1.10 0.077
H -1.499029 -0.870495 -1.932000 0.07 1.16 -0.47 0.052
H 0.955576 -1.692924 -1.663080 -0.30 -0.08 -0.08 0.082
H 0.508024 -2.024267 0.073832 -0.88 0.82 -1.42 0.111
H 2.048431 1.367955 -2.648933 1.05 0.12 2.88 0.082
H 1.768385 0.677148 -1.264228 -0.01 0.38 -0.08 -0.003
O 2.404821 1.361643 -1.674767 -1.27 -0.65 -2.61 -0.180
H 0.320409 2.649938 1.718802 -1.93 -1.50 2.27 0.083
H -0.604718 1.536928 1.995412 -1.33 -2.53 -1.47 -0.040
O -0.259444 2.191113 2.530727 2.79 3.58 0.05 -0.139
H -0.893139 1.558279 4.773151 -2.27 0.91 -0.66 -0.004
H 0.322661 1.194384 4.849407 4.91 -0.17 -2.32 -0.047
O -0.374775 1.088178 5.396040 -2.62 -0.67 2.79 -0.019
H 1.371592 2.349660 -0.150578 -0.83 0.04 -0.12 0.051
H -0.013078 1.739494 -0.194501 -0.27 -1.35 -0.32 0.007
O 0.444492 2.505861 0.139811 1.56 1.66 -0.23 -0.082
```
Forces are in eV/Å.

Orbital gap, Ha: 0.296
Relative energy (zero: lowest compared OMol25 entry of this formula, charge and spin), eV: 2.0864
E_HOMO, eV: -4.307
Net charge: -1


No. 4
# C2H14O4S

A cluster of 5 separate species, C2H14O4S in total at a distorted geometry (wB97M-V/def2-TZVPD, the OMol25 dataset).

The geometry in XYZ format:
```
21
Properties=species:S:1:pos:R:3:forces:R:3:lowdin_charge:R:1
C 1.050467 0.843988 2.257872 -1.90 0.33 -2.74 -0.408
S 2.191551 0.049559 1.045352 -1.29 0.20 -0.73 0.727
C 0.959186 -0.592223 -0.199788 1.00 -0.94 -0.84 -0.438
H 0.014699 0.442548 2.079937 0.87 0.68 -0.28 0.041
H 1.024094 1.946059 2.324375 0.20 -0.53 -0.58 0.043
H 1.233850 0.482330 3.183142 1.17 -1.13 3.03 -0.035
H 0.303295 0.088574 -0.708963 -0.20 0.91 0.46 -0.002
H 1.421826 -1.125563 -1.067361 0.63 0.66 0.84 0.047
H 0.384037 -1.417852 0.177431 -0.50 0.04 0.82 0.000
O -2.490165 1.092164 0.908058 -0.77 -0.34 3.45 -0.048
H -2.487082 1.573455 0.125720 0.09 1.72 -2.13 -0.011
H -2.875094 1.710869 1.601625 0.74 -1.25 -1.42 0.093
O -2.050582 -0.862709 -1.643230 0.40 0.30 4.11 -0.069
H -2.261333 -0.674952 -2.527394 -0.86 1.17 -1.32 -0.001
H -2.336460 -0.205795 -0.902063 0.45 -1.64 -2.69 0.065
O 0.849947 2.681667 -1.589048 -0.71 -0.06 -0.86 -0.072
H 0.816650 2.357718 -2.513215 0.32 0.26 0.95 0.051
H 1.728405 2.523402 -1.247568 0.35 -0.25 -0.04 0.019
O 1.123109 -3.816565 -0.609503 0.63 -0.86 -1.54 -0.031
H 0.288944 -3.550087 -0.975671 -0.62 0.20 -0.24 0.027
H 1.110660 -3.546580 0.280301 0.00 0.53 1.74 0.003
```
Forces are in eV/Å.

Orbital gap, Ha: 0.326
Relative energy (zero: lowest compared OMol25 entry of this formula, charge and spin), eV: 1.8441
SMILES: CSC.O.O.O.O
E_HOMO, eV: -8.550


Question: relative energy (zero: lowest compared OMol25 entry of this formula, charge and spin) of number 2 (C2H14NO5)?
Answer: 2.9081 eV


Question: Which of these has the highest E_HOMO?
Answer: number 2